The following is a DFT calculation (ωB97M-V with the def2-TZVPD basis set) of a structure of composition FN2O3S.

## Properties
Charge: -1
E, a.u.: -833.1076
Kohn-Sham gap (alpha / beta), eV: 5.008 / 5.009
Energy relative to the best compared isomer or geometry (same formula, charge and spin), kJ/mol: 144.42
HOMO level (alpha / beta), Ha: -0.11818 / -0.11819

Structure (XYZ):
```
7
Properties=species:S:1:pos:R:3:forces:R:3
N 1.952 -0.311 0.072 2.12 -1.64 -2.50
N -2.173 0.640 -0.461 0.10 1.12 0.32
O 2.310 -1.339 -0.390 -0.31 1.14 0.76
O -1.874 -0.512 -0.815 -0.47 -0.27 0.44
O -3.119 0.830 0.348 0.61 -0.85 -0.59
F 3.008 0.838 -0.662 -0.79 -0.53 0.76
S 0.875 0.315 0.913 -1.26 1.04 0.81
```
Positions in Å, forces in eV/Å.